No. 1
The following is a DFT calculation (ωB97M-V with the def2-TZVPD basis set) of a 2-piece molecular cluster, C6H12O overall at a distorted geometry.

```
19
Properties=species:S:1:pos:R:3:nbo_charge:R:1
C -1.64286 -0.34573 0.78086 -0.3844
C -0.65283 -1.24528 0.49650 -0.2176
C 0.51841 -0.87033 -0.39253 -0.0149
C 1.40985 -2.12879 -0.67732 -0.6612
C 0.70282 0.22458 -1.20239 -0.1849
C 0.77646 0.26817 -2.65441 -0.6574
H -2.03686 0.38679 0.03417 0.1973
H -2.04348 -0.20078 1.77664 0.2056
H -0.62816 -2.29750 1.05051 0.2104
H 2.15411 -1.82892 -1.36601 0.2047
H 0.87398 -3.18600 -0.94960 0.2079
H 2.07034 -2.27117 0.19352 0.2223
H 0.31173 1.08446 -0.49282 0.1949
H 1.33774 -0.69670 -2.85920 0.2243
H 1.36112 1.15536 -2.94959 0.2195
H -0.27565 0.29094 -3.11312 0.2335
O -1.21591 3.54301 4.07641 -0.9215
H -1.51231 3.93825 4.83913 0.4583
H -1.50848 4.17966 3.40923 0.4634
```

## Properties
SMILES	C=C/C(C)=C/C.O
HOMO energy	-7.72	eV
energy relative to the best compared isomer or geometry (same formula, charge and spin)	444.8	kJ/mol
gap between HOMO and LUMO	7.99	eV
total charge	0


No. 2
The following is a DFT calculation (ωB97M-V with the def2-TZVPD basis set) of C29H38N4OP2Sn as an isolated structure at a distorted geometry.

```
75
Properties=species:S:1:pos:R:3:lowdin_charge:R:1
Sn -0.74587 -4.07724 -1.89422 1.4758
C 0.95505 -6.48160 -2.12327 -0.1976
C 2.13493 -5.85947 -1.96516 -0.1465
C 3.02892 -5.42203 -3.04037 -0.1903
C 2.49035 -4.78582 -4.33643 -0.1676
C 1.23573 -4.04207 -4.16547 -0.1056
C -0.02938 -4.59486 -4.02522 -0.3749
C -0.28555 -6.09021 -4.17685 -0.2460
C 0.57494 -7.07572 -3.45545 -0.1877
C -1.46603 -2.05743 -1.25924 -0.2971
H 0.33187 -6.84325 -1.27579 0.1021
H 2.60373 -5.84924 -0.96636 0.0989
H 3.69002 -6.24843 -3.34815 0.1284
H 3.74135 -4.72899 -2.57339 0.1017
H 3.28169 -4.10704 -4.70783 0.1255
H 2.42722 -5.53953 -5.13925 0.1266
H 1.26569 -2.97861 -4.43640 0.0790
H -0.94690 -3.96270 -4.35517 0.1248
H -0.35748 -6.35441 -5.23540 0.1320
H -1.30304 -6.24964 -3.84047 0.0881
H 0.02738 -8.01587 -3.33300 0.1245
H 1.45892 -7.32537 -4.03784 0.1095
H -1.59865 -2.02640 -0.18548 -0.0325
H -2.37802 -1.69560 -1.69231 -0.0117
H -0.75043 -1.26844 -1.43049 -0.0689
P 1.22673 -0.55728 -2.39148 0.9582
P 2.49141 -1.48711 0.51134 0.9845
N -0.04658 -0.84230 -4.42375 -0.1652
N 1.82922 0.74697 -3.24318 -0.2437
N 1.34664 -2.85640 0.43422 -0.1278
N 3.37489 -1.84766 1.95897 -0.1618
C 2.64810 -1.60400 -2.22499 -0.3343
C 3.45591 -1.84897 -0.94891 -0.2743
C -1.40233 -0.98771 -4.41825 -0.2602
C -1.85417 -1.46432 -5.66300 -0.1649
C -0.71065 -1.50387 -6.51752 -0.1443
C 0.39110 -1.11892 -5.69237 -0.2458
C 0.95559 1.83495 -3.40939 -0.1092
C 1.72142 2.90523 -3.86209 -0.0922
C 3.06574 2.46877 -3.97057 -0.1080
C 3.12142 1.14323 -3.58990 -0.1288
C -0.01371 -2.89437 0.71052 -0.2092
C -0.42965 -4.22799 0.80180 -0.2049
C 0.75165 -4.99959 0.76118 -0.1419
C 1.81244 -4.14687 0.52054 -0.1834
C 4.20196 -2.92333 2.32080 -0.1309
C 4.67443 -2.74246 3.61002 -0.0801
C 4.19824 -1.46275 4.03990 -0.0870
C 3.41030 -0.95346 3.03267 -0.1265
H 3.33601 -1.20871 -2.98802 0.0667
H 2.27874 -2.60452 -2.51427 0.0415
H 3.84374 -2.88262 -0.88791 0.0765
H 4.35647 -1.23624 -0.80967 0.1002
H -2.01872 -0.71563 -3.55657 0.0705
H -2.85755 -1.78209 -5.88370 0.0590
H -0.64431 -1.76762 -7.54579 0.0507
H 1.44182 -1.04640 -5.97270 0.0798
H -0.10426 1.62093 -3.40242 0.1082
H 1.29412 3.88312 -4.02463 0.0889
H 3.91827 3.08735 -4.26861 0.0947
H 3.90182 0.38894 -3.74887 0.0991
H -0.51822 -1.95285 0.94737 0.1092
H -1.45731 -4.57534 1.00888 0.1201
H 0.86534 -6.05251 0.95298 0.1087
H 2.85879 -4.31181 0.56497 0.0718
H 4.40952 -3.73406 1.62953 0.0954
H 5.29505 -3.42473 4.19004 0.1007
H 4.44508 -0.95927 4.97311 0.1008
H 2.86742 -0.01694 2.94689 0.0919
C 0.79052 0.35340 1.48605 -0.1362
C 1.29780 -0.27330 0.28031 -0.5674
O 0.87859 0.18008 -0.93659 -0.2922
H 0.72724 -0.25011 2.41438 0.0785
H -0.20802 0.78331 1.31170 0.0947
H 1.56330 1.13782 1.65234 0.0788
```

## Properties
HOMO energy	-5.71	eV
energy relative to the best compared isomer or geometry (same formula, charge and spin)	269.3	kJ/mol
gap between HOMO and LUMO	4.80	eV
total charge	0


No. 3
The following is a DFT calculation (ωB97M-V with the def2-TZVPD basis set) of C50H54BrNO3S2SiTeW as an isolated structure at a distorted geometry.

```
114
Properties=species:S:1:pos:R:3:lowdin_charge:R:1
W 0.00602 2.27759 1.08033 1.4823
O -0.18686 4.18803 0.48762 -0.6798
S 0.58508 5.23804 1.43587 1.1239
C -0.57386 5.59009 2.79222 -0.3219
C -1.90431 6.35355 2.62127 -0.1847
C -2.89177 5.51913 1.74168 -0.2206
C -3.81285 4.51477 2.43972 -0.3132
S -3.51570 2.77337 2.02567 1.1047
O -1.95223 2.58863 2.03383 -0.6340
C -4.15872 2.90377 0.35041 -0.4046
C -5.44689 2.44113 0.19875 -0.0984
C -6.10098 2.49735 -1.03763 -0.0500
C -5.43893 3.07581 -2.13392 -0.0729
C -4.14656 3.53138 -2.00098 -0.0557
C -3.47132 3.32121 -0.76815 -0.0721
C 0.56670 6.59219 0.28189 -0.3699
C 0.27543 6.34826 -1.03946 -0.0629
C 0.03679 7.43780 -1.88081 -0.0827
C -0.32992 8.63053 -1.37793 -0.0729
C -0.04561 8.93032 -0.00200 -0.0506
C 0.54577 7.93335 0.76830 -0.0926
H 0.14538 6.03171 3.53871 0.1097
H -0.83400 4.58569 3.22918 0.1033
H -1.69050 7.35771 2.18184 0.1073
H -2.32947 6.54832 3.63251 0.1269
H -2.34295 5.08257 0.91959 0.0666
H -3.56304 6.24730 1.26982 0.1210
H -4.86879 4.82512 2.27028 0.1176
H -3.68656 4.61388 3.51754 0.0888
H -6.04643 2.15369 1.06364 0.1148
H -7.00700 1.94933 -1.09385 0.0997
H -6.01495 3.17228 -3.05315 0.1123
H -3.66539 4.03856 -2.89114 0.1331
H -2.37617 3.62264 -0.65330 0.1138
H 0.32015 5.34074 -1.42923 0.1150
H -0.05626 7.28513 -2.97200 0.1274
H -0.72415 9.44327 -2.02354 0.1244
H -0.24193 9.93072 0.45479 0.1249
H 1.02026 8.12857 1.73422 0.1197
Br -4.48257 -1.59834 -2.17229 0.7239
C -3.08381 -0.63119 -1.38158 -0.7494
C -2.30515 0.24242 -2.09057 -0.1514
C -1.31469 0.99561 -1.43891 -0.1291
C -1.19003 0.97808 -0.05837 -0.3213
C -1.95616 -0.02949 0.62688 -0.1251
C -3.00132 -0.74227 0.00350 -0.1514
H -2.49889 0.39414 -3.15038 0.1013
H -0.61992 1.64321 -2.07188 0.1125
H -1.77887 -0.20343 1.70719 0.0858
H -3.78230 -1.27787 0.53284 0.0888
C 4.52248 2.92834 -2.46364 -0.2115
Si 3.18669 1.69676 -2.62867 0.3655
C 3.95692 0.05197 -3.15550 -0.1904
C 2.18135 2.34762 -4.05434 -0.2014
C 2.20981 1.78773 -1.12996 -0.1653
C 1.35983 1.91491 -0.26076 -0.3008
H 4.97477 3.07283 -3.42095 0.0182
H 5.32810 2.72776 -1.74443 0.0403
H 4.20314 3.96680 -2.22728 0.0443
H 3.67332 -0.28933 -4.19087 0.0342
H 3.63877 -0.76447 -2.43246 0.0280
H 5.06535 0.06747 -3.17447 0.0284
H 2.68861 2.08919 -5.00264 0.0337
H 1.99990 3.44502 -3.98776 0.0379
H 1.17495 1.92006 -4.17821 0.0188
C 3.01934 -9.73440 -3.41705 -0.0413
C 2.42037 -8.50998 -2.78679 -0.2666
C 2.56759 -8.24658 -1.42640 0.0030
C 2.03038 -7.07387 -0.92111 -0.2863
C 2.39126 -6.75139 0.52547 -0.0665
C 1.26385 -6.15811 -1.70590 -0.3990
Te 0.75877 -4.18720 -0.96856 1.7065
N 0.42529 0.46253 1.88149 -0.0681
C 1.22723 0.95772 2.75685 -0.6105
O 1.27903 2.28919 2.79479 -0.2390
C 2.04168 0.25891 3.77290 -0.1532
C 2.58749 0.98702 4.83783 -0.0025
C 3.65710 0.36101 5.58582 -0.0619
C 4.23624 -0.83825 5.16798 -0.1056
C 3.55709 -1.63107 4.25499 -0.0922
C 2.48998 -1.07238 3.53409 -0.0275
C -0.30177 -4.71393 0.77818 -0.4372
C -0.08938 -3.69589 1.77337 -0.1593
C -0.64403 -3.78221 3.02947 -0.0613
C -1.40168 -4.91862 3.39146 -0.0304
C -1.68281 -5.87804 2.42139 -0.0265
C -1.19779 -5.80518 1.08367 -0.2909
C -1.57739 -6.86190 0.16553 -0.0669
C 1.02671 -6.57706 -3.02613 -0.2899
C 0.18520 -5.68006 -3.95948 -0.0749
C 1.59538 -7.75713 -3.57199 -0.0063
H 3.54173 -10.35021 -2.64597 0.0917
H 3.73830 -9.42972 -4.20374 0.0978
H 2.29910 -10.38441 -3.91179 0.0844
H 3.24033 -8.81394 -0.81115 0.1203
H 3.25520 -7.34678 0.88025 0.0878
H 1.58977 -7.04001 1.21325 0.0801
H 2.64756 -5.65873 0.69678 0.0750
H 2.37392 1.97008 5.09145 0.0810
H 4.07984 0.92281 6.42714 0.0996
H 5.20198 -1.15522 5.55667 0.1021
H 3.90526 -2.60099 4.00452 0.0836
H 2.04092 -1.57137 2.66012 0.0843
H 0.61100 -2.84351 1.53420 0.0801
H -0.51008 -3.04164 3.80938 0.1162
H -1.69471 -5.09862 4.42544 0.1183
H -2.36207 -6.71733 2.60279 0.1250
H -2.68928 -7.02538 0.20224 0.1145
H -1.22861 -7.82830 0.47550 0.0875
H -1.28156 -6.75756 -0.90376 0.0810
H 0.80961 -4.91834 -4.42293 0.0853
H -0.70998 -5.25276 -3.42812 0.0717
H -0.25438 -6.26887 -4.75784 0.0738
H 1.30327 -8.00935 -4.63340 0.1507
```

## Properties
<S²>	3.79
2S+1	4
HOMO energy (alpha / beta)	-7.56 / -9.38	eV
gap between HOMO and LUMO (alpha / beta)	5.07 / 3.53	eV
total charge	+1